No. 1
{"formula": "C8H10N5", "method": "ωB97M-V/def2-TZVPD", "s_squared": 2.024, "gap_ha": [0.2074, 0.2518], "charge": 1, "spin_multiplicity": 3, "homo_ev": [-9.61, -12.75], "symbols": ["C", "C", "C", "C", "C", "C", "C", "C", "N", "N", "N", "N", "N", "H", "H", "H", "H", "H", "H", "H", "H", "H", "H"], "coordinates": [[0.031, -2.935, 0.519], [-1.096, -2.657, -0.208], [1.034, -2.088, 0.831], [-1.035, 1.331, -0.800], [0.202, 1.477, -0.083], [1.825, 3.297, -0.034], [-2.236, -0.554, 0.430], [0.799, 0.404, 0.486], [-1.940, 0.461, -0.556], [1.017, -0.733, 0.806], [0.629, 2.757, 0.047], [2.806, 2.590, -0.449], [-2.090, -1.752, -0.287], [0.459, -3.879, 0.353], [-1.291, -3.527, -0.810], [1.849, -2.606, 1.172], [-1.263, 1.937, -1.631], [3.502, 3.392, -0.599], [2.123, 4.108, 0.707], [-1.890, -0.594, 1.532], [-3.332, -0.405, 0.725], [2.701, 1.887, -1.210], [-2.804, -1.910, -0.942]], "forces_ev_per_angstrom": [[-0.456, 2.018, -0.798], [-1.962, -1.641, -0.756], [0.026, 0.880, 1.108], [-1.727, -3.097, 1.134], [0.759, 3.879, -0.793], [-4.738, -1.348, 4.539], [-1.248, 1.467, 2.378], [0.971, -5.788, 2.218], [-0.298, 1.470, -0.334], [-0.885, 3.821, -1.482], [0.142, 1.446, 0.196], [5.152, 1.364, -3.092], [1.401, -1.182, 1.206], [-0.100, -1.461, 0.146], [-0.651, -0.106, -0.437], [2.604, -0.204, 0.663], [0.249, 1.072, -0.926], [0.185, -2.702, -0.359], [-0.940, -0.247, -1.662], [0.990, 0.116, -1.841], [1.106, -0.187, -1.018], [0.123, 0.848, 0.863], [-0.702, -0.418, -0.952]]}



No. 2
{"formula": "C26H20F2N2O6", "method": "ωB97M-V/def2-TZVPD", "gap_ha": 0.2944, "smiles": "O=C(COC(=O)c1ccc2c(c1)C(=O)N(CCc1ccccc1)C2=O)Nc1ccc(OC(F)F)cc1", "homo_ev": -8.67, "symbols": ["O", "C", "N", "C", "C", "C", "C", "C", "C", "H", "H", "O", "C", "F", "F", "H", "H", "H", "H", "C", "H", "H", "O", "C", "O", "C", "C", "C", "C", "C", "C", "H", "C", "O", "N", "C", "O", "C", "H", "H", "C", "C", "C", "C", "C", "C", "C", "H", "H", "H", "H", "H", "H", "H", "H", "H"], "coordinates": [[2.861, -0.024, -0.173], [3.099, -1.148, 0.189], [4.331, -1.694, 0.363], [5.583, -1.097, 0.163], [6.718, -1.869, 0.413], [7.976, -1.340, 0.227], [8.118, -0.029, -0.213], [6.999, 0.747, -0.461], [5.735, 0.213, -0.273], [4.866, 0.818, -0.464], [7.081, 1.767, -0.801], [9.442, 0.400, -0.369], [9.713, 1.631, -0.806], [9.221, 2.609, -0.003], [9.196, 1.893, -2.034], [10.806, 1.753, -0.861], [8.861, -1.925, 0.416], [6.613, -2.888, 0.755], [4.373, -2.649, 0.694], [1.971, -2.154, 0.493], [2.134, -2.614, 1.476], [1.920, -2.917, -0.286], [0.730, -1.483, 0.468], [0.542, -0.609, 1.471], [1.284, -0.523, 2.418], [-0.693, 0.197, 1.296], [-1.056, 1.061, 2.328], [-2.192, 1.854, 2.237], [-2.949, 1.755, 1.088], [-2.585, 0.894, 0.048], [-1.459, 0.106, 0.129], [-1.175, -0.554, -0.674], [-3.595, 1.023, -1.033], [-3.647, 0.476, -2.103], [-4.507, 1.964, -0.571], [-4.211, 2.437, 0.698], [-4.873, 3.231, 1.315], [-5.748, 2.249, -1.254], [-5.967, 3.314, -1.149], [-5.597, 1.996, -2.306], [-6.889, 1.406, -0.658], [-6.484, -0.041, -0.652], [-6.666, -0.833, -1.778], [-6.198, -2.134, -1.806], [-5.534, -2.657, -0.710], [-5.352, -1.878, 0.420], [-5.827, -0.579, 0.447], [-5.684, 0.026, 1.334], [-4.835, -2.279, 1.280], [-5.159, -3.669, -0.735], [-6.343, -2.738, -2.689], [-7.171, -0.424, -2.641], [-7.786, 1.558, -1.259], [-7.085, 1.749, 0.360], [-2.478, 2.524, 3.033], [-0.425, 1.098, 3.203]], "forces_ev_per_angstrom": [[0.009, 0.243, -0.114], [-0.290, -0.536, 0.154], [0.041, -0.335, 0.109], [0.335, 0.190, -0.094], [-0.134, 0.149, -0.047], [0.120, 0.320, -0.104], [0.022, -0.067, 0.016], [0.203, 0.005, -0.001], [-0.129, -0.052, 0.023], [-0.014, 0.011, -0.005], [0.046, 0.019, -0.006], [-0.537, -0.688, 0.256], [1.045, 0.955, -0.361], [-0.148, -0.016, 0.314], [-0.148, -0.204, -0.224], [-0.402, -0.144, 0.055], [0.103, -0.093, 0.029], [-0.001, -0.121, 0.038], [-0.143, 0.160, -0.031], [0.134, 0.156, 0.147], [0.020, 0.013, -0.197], [0.021, 0.076, 0.092], [-0.120, -0.087, -0.206], [0.175, -0.006, 0.398], [-0.103, -0.025, -0.160], [-0.235, 0.143, -0.160], [0.069, -0.082, -0.046], [-0.141, 0.014, -0.141], [0.489, -0.482, -0.176], [0.138, 0.224, 0.615], [-0.029, 0.066, 0.089], [0.015, -0.057, -0.083], [0.128, -0.078, -0.262], [0.094, -0.021, 0.070], [-0.238, 0.291, -0.176], [-0.014, 0.074, -0.086], [-0.039, 0.013, 0.098], [-0.279, 0.096, 0.013], [0.053, -0.087, -0.078], [-0.006, 0.085, 0.103], [0.210, 0.019, -0.087], [-0.219, 0.020, 0.060], [-0.029, -0.011, 0.084], [-0.010, -0.039, -0.089], [0.050, -0.104, 0.007], [0.092, -0.058, 0.070], [-0.090, 0.009, 0.003], [-0.020, 0.058, 0.087], [0.030, -0.043, 0.066], [0.021, -0.083, -0.004], [-0.010, -0.052, -0.074], [-0.054, 0.053, -0.107], [-0.044, 0.025, 0.039], [-0.058, 0.019, -0.041], [-0.022, 0.058, 0.079], [0.040, 0.005, 0.050]]}



Q: What is the formula in the second record?
A: C26H20F2N2O6